Record 1
The following is a quantum chemistry calculation of a cluster of 2 separate species, C6H16S2 in total at a distorted geometry, from OMol25.

Computed properties:
Maximum force: 1.638 eV Å⁻¹
Energy relative to the best compared isomer or geometry (same formula, charge and spin): 1.6144 eV
2S+1: 2
Orbital gap (alpha / beta): 1.871 / 8.289 eV
Charge: -1

Geometry as XYZ:
```
24
Properties=species:S:1:pos:R:3:mulliken_charge:R:1
C 0.011 -0.931 1.620 0.11
C -0.112 -1.262 3.094 -1.19
C 0.845 -2.226 -0.711 -1.17
S -0.464 -2.370 0.548 -0.39
H -0.609 -0.082 1.312 -0.10
H 0.974 -0.557 1.282 0.30
H 0.905 -1.255 3.510 0.24
H -0.638 -2.204 3.240 0.39
H 1.763 -1.721 -0.390 0.52
H 1.196 -3.226 -0.962 0.54
H 0.537 -1.848 -1.672 -0.41
H -0.662 -0.498 3.646 0.30
C 0.225 0.820 -1.400 0.93
C 0.185 0.857 -2.904 -2.06
C -1.130 2.649 0.442 -0.65
S 0.415 2.512 -0.611 -0.51
H -0.740 0.593 -0.960 0.22
H 0.953 0.073 -0.986 -0.29
H -0.236 1.815 -3.251 0.39
H -0.436 0.027 -3.299 0.36
H -0.723 2.600 1.463 0.14
H -1.516 3.626 0.170 0.29
H -1.842 1.834 0.291 0.27
H 1.099 0.773 -3.472 0.75
```

Record 2
The following is a quantum chemistry calculation of a structure of composition C35H43AsIrNO4, from OMol25.

Computed properties:
Maximum force: 0.353 eV Å⁻¹
2S+1: 6
Orbital gap (alpha / beta): 7.328 / 5.385 eV
Charge: +3

Geometry as XYZ:
```
85
Properties=species:S:1:pos:R:3:mulliken_charge:R:1
Ir 0.326 0.014 1.300 3.02
C 2.405 2.166 2.907 -0.78
C 0.984 2.430 3.312 -0.86
O 0.231 1.215 3.397 -0.17
C 0.394 0.370 4.543 -0.83
C 1.270 -0.800 4.212 -0.45
O 0.707 -1.443 3.048 -0.57
C 1.439 -2.625 2.636 -0.80
C 2.758 -2.252 2.010 -0.78
O 2.461 -1.296 0.992 0.13
C 3.519 -0.431 0.575 -0.60
C 3.680 0.693 1.551 -0.96
O 2.386 1.297 1.764 -0.25
H 2.967 1.682 3.710 0.44
H 2.904 3.106 2.663 0.46
H 0.476 3.026 2.554 0.22
H 0.949 2.969 4.260 0.58
H -0.603 0.017 4.803 0.29
H 0.794 0.925 5.393 0.55
H 1.277 -1.502 5.049 0.58
H 2.297 -0.495 4.002 0.06
H 0.799 -3.135 1.919 0.25
H 1.593 -3.277 3.496 0.58
H 3.209 -3.140 1.563 0.41
H 3.459 -1.840 2.738 0.47
H 3.212 -0.041 -0.394 0.07
H 4.455 -0.977 0.442 0.49
H 4.389 1.428 1.166 0.50
H 4.054 0.341 2.516 0.49
C 1.938 1.814 -4.290 -0.82
C 1.872 2.206 -2.958 -0.93
C 1.360 1.329 -2.008 -0.65
C 0.908 0.062 -2.385 0.95
C 0.996 -0.330 -3.718 -0.67
C 1.504 0.549 -4.666 -0.86
As 0.246 -1.143 -1.032 0.73
C 1.117 -2.812 -1.414 0.81
C 0.472 -3.998 -1.080 -0.48
C 1.108 -5.211 -1.316 -0.78
C 2.380 -5.233 -1.873 -0.67
C 3.022 -4.045 -2.197 -0.91
C 2.396 -2.827 -1.962 -0.59
C -1.622 -1.467 -1.383 0.44
C -2.419 -1.828 -0.296 0.04
C -3.769 -2.111 -0.474 -0.93
C -4.325 -2.031 -1.743 -0.83
C -3.533 -1.679 -2.832 -0.68
C -2.182 -1.400 -2.657 -0.62
H 2.353 2.485 -5.031 0.45
H 2.241 3.180 -2.660 0.55
H 1.331 1.632 -0.965 0.39
H 0.705 -1.329 -4.020 0.50
H 1.577 0.237 -5.700 0.49
H -0.531 -3.990 -0.670 0.40
H 0.605 -6.139 -1.074 0.47
H 2.867 -6.181 -2.067 0.45
H 4.010 -4.066 -2.640 0.47
H 2.901 -1.906 -2.229 0.45
H -1.981 -1.922 0.694 0.50
H -4.380 -2.409 0.369 0.50
H -5.372 -2.265 -1.889 0.47
H -3.966 -1.640 -3.824 0.51
H -1.578 -1.137 -3.515 0.34
C -1.868 4.453 -1.808 -0.76
N -2.671 3.259 -1.713 0.41
C -4.013 3.233 -2.249 -0.72
C -2.100 2.032 -1.179 0.43
C -2.291 1.903 0.323 -0.27
C -3.033 2.801 1.060 -0.50
C -3.377 2.524 2.396 -1.16
C -3.038 1.317 2.984 -0.88
C -2.305 0.395 2.247 -0.62
C -1.773 0.774 1.004 0.98
H -2.475 5.328 -1.572 0.40
H -1.530 4.555 -2.849 0.39
H -1.002 4.377 -1.157 0.29
H -3.985 2.710 -3.214 0.32
H -4.391 4.241 -2.396 0.36
H -4.658 2.656 -1.584 0.37
H -1.043 2.008 -1.442 -0.43
H -2.596 1.188 -1.664 0.17
H -3.400 3.717 0.612 0.53
H -3.987 3.233 2.942 0.49
H -3.386 1.068 3.978 0.57
H -2.119 -0.594 2.656 0.62
```

Record 3
The following is a quantum chemistry calculation of a cluster of 2 separate species, C2H4F2N2O2 in total at a distorted geometry, from OMol25.

Computed properties:
Maximum force: 6.942 eV Å⁻¹
Energy relative to the best compared isomer or geometry (same formula, charge and spin): 2.4015 eV
Orbital gap: 9.024 eV

Geometry as XYZ:
```
12
Properties=species:S:1:pos:R:3:mulliken_charge:R:1
C -0.019 0.064 0.479 0.52
C -1.134 0.955 -1.178 0.55
N 1.553 -1.598 0.987 -0.73
N 0.749 -0.903 0.095 0.08
O -0.317 0.712 1.449 -0.57
O -1.041 2.230 -0.884 -0.52
F -0.414 0.546 -2.227 -0.24
F -2.427 0.446 -1.233 -0.27
H 1.283 -2.456 1.568 0.22
H 2.250 -1.096 1.566 0.25
H 0.710 -1.353 -0.791 0.28
H -1.192 2.455 0.171 0.43
```

Record 4
The following is a quantum chemistry calculation of a cluster of 2 separate species, C4H14N3O in total at a distorted geometry, from OMol25.

Computed properties:
Maximum force: 1.121 eV Å⁻¹
Energy relative to the best compared isomer or geometry (same formula, charge and spin): 2.1497 eV
Orbital gap: 8.690 eV
Charge: +1

Geometry as XYZ:
```
22
Properties=species:S:1:pos:R:3:mulliken_charge:R:1
C 0.316 1.911 0.276 -0.48
C -0.825 0.955 -0.052 -0.88
C -0.357 -0.361 -0.650 0.84
C -0.435 -0.488 -1.986 -0.78
N 0.106 -1.643 -2.740 -0.24
N 0.233 -1.201 0.230 -0.35
N -0.154 3.116 0.973 -0.58
H 0.859 2.166 -0.639 0.27
H 1.088 1.415 0.866 0.31
H -1.429 1.425 -0.829 0.31
H -1.416 0.738 0.836 0.40
H -0.959 0.214 -2.603 0.36
H 0.225 -2.449 -2.126 0.33
H -0.509 -1.940 -3.496 0.38
H 1.035 -1.434 -3.107 0.36
H 0.688 -2.037 -0.091 0.09
H 0.163 -1.107 1.235 0.13
H 0.234 3.091 1.918 0.28
H -1.151 3.038 1.155 0.28
H 1.532 -1.790 3.639 0.31
H 0.093 -1.974 3.950 0.31
O 0.662 -1.647 3.241 -0.66
```